A cluster of 7 separate species, C33H49BrCl19F4N3O5P in total, computed with wB97M-V/def2-TZVPD.

```
115
C33H49BrCl19F4N3O5P, DFT wB97M-V/def2-TZVPD
C -5.34 -4.83 2.16
C -5.24 -4.44 0.69
O -4.51 -3.22 0.63
C -3.84 -3.03 -0.61
C -2.36 -3.41 -0.49
O -1.51 -2.30 -0.24
C -1.08 -1.70 -1.45
C -0.04 -0.59 -1.16
C -0.24 0.40 -2.34
C 0.03 1.91 -2.13
C -0.95 2.72 -2.99
Br -0.47 2.44 -4.87
N -0.44 -0.03 0.14
Cl -1.98 0.69 0.24
C 0.54 0.56 0.89
N 0.26 0.72 2.17
C 1.15 1.26 3.19
C 1.20 0.32 4.38
C 1.05 -1.03 4.27
C 1.14 -1.84 5.36
C 1.38 -1.30 6.59
C 1.52 0.06 6.70
C 1.82 0.63 8.07
C 1.43 0.85 5.62
N 1.74 0.91 0.34
P 2.26 2.60 0.38
O 0.98 3.36 1.06
O 3.41 2.83 1.49
C 2.37 -0.02 -0.64
C 2.97 0.63 -1.91
C 3.68 -0.49 0.11
F 4.26 -1.57 -0.44
F 4.60 0.51 0.01
C 3.52 -0.74 1.67
F 4.10 -1.94 1.95
F 4.21 0.16 2.38
C 1.43 -1.21 -1.06
C 1.43 -2.35 0.00
C 1.03 -3.76 -0.48
O 1.62 -1.66 -2.36
C 2.73 -2.48 -2.70
C 2.28 -3.49 -3.78
H -5.81 -5.81 2.28
H -4.33 -4.87 2.57
H -5.89 -4.05 2.67
H -6.24 -4.35 0.26
H -4.72 -5.26 0.17
H -4.01 -2.03 -1.01
H -4.28 -3.73 -1.33
H -2.07 -3.94 -1.41
H -2.25 -4.13 0.32
H -0.68 -2.45 -2.13
H -1.98 -1.29 -1.92
H -1.27 0.37 -2.69
H 0.33 0.12 -3.23
H -0.13 2.26 -1.11
H 1.01 2.25 -2.47
H -0.77 3.77 -2.80
H -1.99 2.44 -2.81
H -0.66 0.43 2.49
H 2.17 1.39 2.85
H 0.71 2.19 3.56
H 0.88 -1.48 3.30
H 1.04 -2.90 5.21
H 1.48 -1.96 7.44
H 1.56 1.69 8.05
H 2.89 0.52 8.28
H 1.26 0.13 8.85
H 1.56 1.92 5.73
H 0.61 3.92 0.37
H 3.05 3.18 2.33
H 3.77 -0.03 -2.24
H 2.28 0.69 -2.74
H 3.43 1.59 -1.77
H 2.50 -0.84 2.02
H 0.74 -2.10 0.80
H 2.39 -2.51 0.48
H 0.15 -4.10 0.07
H 1.81 -4.50 -0.30
H 0.76 -3.81 -1.53
H 3.14 -3.06 -1.88
H 3.57 -1.94 -3.13
H 1.34 -3.13 -4.19
H 2.09 -4.47 -3.35
H 3.03 -3.54 -4.57
C -5.79 3.24 -1.40
Cl -4.81 2.23 -0.32
Cl -4.97 3.49 -2.94
Cl -7.38 2.53 -1.64
H -5.92 4.21 -0.93
C 6.85 2.34 1.72
Cl 7.89 1.33 0.72
Cl 7.25 2.15 3.43
Cl 6.97 4.04 1.24
H 5.83 2.02 1.58
C 2.94 5.04 7.73
Cl 2.53 3.99 9.10
Cl 1.72 4.88 6.45
Cl 3.08 6.71 8.25
H 3.89 4.72 7.33
C -4.03 5.99 -5.91
Cl -5.45 7.03 -5.85
Cl -3.04 6.19 -4.46
Cl -4.49 4.30 -6.13
H -3.43 6.29 -6.76
C -1.64 4.18 -8.67
Cl -1.55 2.93 -9.91
Cl -0.09 5.00 -8.48
Cl -2.92 5.33 -9.03
H -1.88 3.70 -7.72
C -5.30 -5.41 -3.98
Cl -4.11 -6.04 -2.83
Cl -6.30 -4.16 -3.22
Cl -4.51 -4.78 -5.42
H -5.95 -6.23 -4.27
```

Energy: -13885.49716 hartree
Spin multiplicity: 1
Net charge: +1
HOMO level: -11.56 eV

Results of the Löwdin charge analysis, in e, for atoms 1 through 8: atom 1 (C): -0.067, atom 2 (C): -0.292, atom 3 (O): -0.148, atom 4 (C): -0.186, atom 5 (C): -0.169, atom 6 (O): -0.170, atom 7 (C): -0.155, atom 8 (C): -0.293



A structure of composition C33H49BrNP3Re, computed with wB97M-V/def2-TZVPD.

```
88
C33H49BrNP3Re, DFT wB97M-V/def2-TZVPD
C -5.85 0.89 -1.76
C -4.86 1.86 -2.05
C -5.24 2.84 -3.00
C -6.50 2.78 -3.60
N -7.39 1.85 -3.31
C -7.09 0.91 -2.42
C -3.55 1.76 -1.48
C -2.60 1.03 -1.06
C -1.64 -0.05 -0.93
C -1.49 -0.50 0.43
C -0.70 -1.68 0.69
C 0.06 -2.34 -0.30
C -0.23 -1.94 -1.64
C -1.12 -0.94 -1.97
Re -1.03 1.71 -0.09
P 0.35 1.31 1.83
H -4.55 3.61 -3.31
H -5.65 0.08 -1.06
H -6.79 3.51 -4.35
H -7.83 0.15 -2.21
H -1.42 -0.71 -3.00
H -2.35 -0.36 1.13
H 0.42 -2.39 -2.40
H -0.58 -1.97 1.74
C 2.11 1.12 2.29
C 2.76 2.32 2.99
H 2.67 0.82 1.40
H 2.15 0.24 2.95
H 3.75 2.01 3.36
H 2.91 3.16 2.30
H 2.18 2.67 3.85
C -0.20 3.05 2.08
C -1.73 3.07 1.92
H 0.30 3.73 1.39
H 0.14 3.27 3.10
H -2.06 4.11 1.88
H -2.21 2.67 0.96
H -2.22 2.54 2.74
C -0.35 0.37 3.27
C -0.01 0.94 4.64
H 0.07 -0.64 3.15
H -1.43 0.28 3.12
H -0.59 0.38 5.38
H 1.05 0.81 4.88
H -0.28 1.99 4.74
Br 2.53 -1.83 0.27
P 0.72 1.55 -1.47
C 2.17 2.47 -0.72
C 3.12 3.40 -1.47
H 2.77 1.66 -0.29
H 1.75 3.03 0.13
H 3.30 4.29 -0.86
H 4.09 2.92 -1.61
H 2.74 3.73 -2.44
C 1.81 0.28 -2.41
C 2.94 0.62 -3.37
H 1.09 -0.36 -2.95
H 2.21 -0.36 -1.60
H 3.58 -0.26 -3.50
H 2.57 0.85 -4.38
H 3.60 1.43 -3.04
C -0.09 2.15 -3.03
C 0.64 3.24 -3.80
H -1.12 2.44 -2.77
H -0.17 1.26 -3.66
H 0.00 3.56 -4.62
H 0.86 4.09 -3.16
H 1.57 2.86 -4.27
C 1.75 -4.38 -1.48
P 0.74 -4.00 -0.04
C -0.71 -5.06 -0.18
C 1.34 -4.39 1.62
C 0.52 -4.21 2.74
C 1.03 -4.38 4.03
C 2.35 -4.77 4.22
C 3.18 -4.96 3.10
C 2.68 -4.77 1.82
H 1.14 -4.33 -2.40
H 2.15 -5.40 -1.38
H 2.59 -3.67 -1.57
H -0.37 -6.10 -0.10
H -1.42 -4.85 0.62
H -1.20 -4.91 -1.15
H -0.53 -3.91 2.61
H 0.39 -4.21 4.88
H 2.75 -4.93 5.23
H 4.22 -5.25 3.24
H 3.34 -4.84 0.95
```

Energy: -5016.16876 hartree
Spin multiplicity: 4
Net charge: +4
HOMO level (alpha / beta): -18.45 / -18.43 eV
<S²>: 3.9576

Results of the Löwdin charge analysis, in e, for atoms 1 through 8: atom 1 (C): 0.061, atom 2 (C): -0.166, atom 3 (C): 0.062, atom 4 (C): 0.011, atom 5 (N): 0.332, atom 6 (C): 0.011, atom 7 (C): 0.133, atom 8 (C): -0.238